No. 1
A structure of composition C49H48AsCl2N4S5Sc at a distorted geometry. Source: the Open Molecules 2025 dataset; level of theory: ωB97M-V/def2-TZVPD.

As for the calculated total energy: -218317.7187 eV. The charge is -2. Its HOMO energy is -1.3563 eV. The value obtained for the molar mass is 1044.07 g mol⁻¹. As for the frontier orbital gap: 5.2 eV.

Structure (XYZ):
```
110
C49H48AsCl2N4S5Sc (ωB97M-V/def2-TZVPD)
Sc 0.406 -0.255 -0.595
S -3.392 2.102 0.683
C -1.864 1.517 0.432
S -1.094 0.468 1.552
S -0.938 1.951 -0.956
S 1.861 -2.464 -0.936
C 1.733 -2.722 0.795
N 2.893 -2.710 1.548
C 2.911 -3.224 2.892
C 1.655 -4.039 3.178
N 0.520 -3.234 2.788
C -0.745 -3.617 3.369
C -0.781 -3.280 4.831
C -0.797 -4.273 5.802
C -0.878 -3.950 7.146
C -0.934 -2.624 7.536
C -0.887 -1.624 6.577
C -0.804 -1.949 5.235
C 0.536 -2.973 1.392
S -0.887 -3.370 0.429
C 4.119 -2.126 1.078
C 5.162 -3.194 0.901
C 6.325 -3.230 1.658
C 7.199 -4.299 1.547
C 6.916 -5.336 0.677
C 5.766 -5.297 -0.095
C 4.896 -4.232 0.014
H 2.979 -2.394 3.614
H 3.806 -3.855 3.009
H 1.599 -4.264 4.248
H 1.697 -4.992 2.617
H -0.962 -4.689 3.210
H -1.522 -3.044 2.858
H -0.751 -5.310 5.504
H -0.901 -4.736 7.890
H -1.009 -2.367 8.586
H -0.926 -0.586 6.876
H -0.769 -1.177 4.483
H 4.462 -1.346 1.773
H 3.884 -1.678 0.106
H 6.540 -2.424 2.345
H 8.098 -4.334 2.149
H 7.592 -6.178 0.599
H 5.544 -6.108 -0.775
H 3.991 -4.175 -0.570
Cl -3.738 -2.696 1.325
C -3.634 -1.809 -0.161
C -4.821 -1.294 -0.639
C -4.855 -0.486 -1.764
C -3.674 -0.245 -2.451
C -2.514 -0.813 -1.995
Cl -1.040 -0.630 -2.902
C -2.389 -1.566 -0.793
N -1.140 -1.915 -0.441
H -5.733 -1.506 -0.100
H -5.782 -0.049 -2.099
H -3.654 0.374 -3.337
C 8.870 3.393 -3.159
C 7.520 2.758 -2.970
C 6.478 2.929 -3.863
C 5.235 2.327 -3.687
C 4.239 2.557 -4.792
C 4.970 1.545 -2.551
As 3.259 0.350 -2.187
N 2.352 0.736 -0.642
C 2.820 1.346 0.476
C 2.297 0.974 1.739
C 2.670 1.623 2.894
C 3.616 2.638 2.864
C 4.173 2.991 1.644
C 3.787 2.371 0.478
C 1.900 1.100 -3.412
C 1.382 2.392 -3.285
C 1.913 3.367 -2.279
C 0.363 2.809 -4.134
C -0.147 1.980 -5.117
C -1.276 2.430 -5.997
C 0.406 0.716 -5.270
C 1.404 0.263 -4.422
C 1.952 -1.126 -4.596
C 6.059 1.315 -1.687
C 5.975 0.391 -0.509
C 7.289 1.925 -1.888
H 8.880 4.073 -4.010
H 9.621 2.618 -3.322
H 9.159 3.949 -2.266
H 6.632 3.543 -4.744
H 4.759 2.895 -5.689
H 3.509 3.318 -4.523
H 3.695 1.645 -5.025
H 1.570 0.152 1.781
H 2.220 1.329 3.835
H 3.913 3.141 3.776
H 4.922 3.775 1.598
H 4.212 2.688 -0.466
H 2.992 3.258 -2.161
H 1.442 3.200 -1.308
H 1.682 4.389 -2.581
H -0.044 3.805 -4.017
H -1.690 3.367 -5.631
H -2.066 1.682 -5.997
H -0.944 2.570 -7.028
H 0.029 0.063 -6.048
H 1.447 -1.643 -5.409
H 1.820 -1.707 -3.679
H 3.023 -1.094 -4.809
H 5.063 -0.195 -0.558
H 5.978 0.952 0.423
H 6.825 -0.290 -0.500
H 8.093 1.729 -1.189
```

***

No. 2
A structure of composition C49H48FeN4O2P2S2. Source: the Open Molecules 2025 dataset; level of theory: ωB97M-V/def2-TZVPD.

As for the calculated total energy: -136279.9180 eV. The charge is +1. As for the multiplicity: 6. Its HOMO energy (spin up / spin down) is -7.4639 / -9.2813 eV. The value obtained for the molar mass is 906.88 g mol⁻¹. As for the frontier orbital gap (spin up / spin down): 3.8 / 5.6 eV. The expectation value of S² is 8.809.

Structure (XYZ):
```
108
C49H48FeN4O2P2S2 (ωB97M-V/def2-TZVPD)
Fe -1.506 -0.880 0.752
C 2.489 -4.421 4.653
C 1.402 -3.512 4.142
C 1.347 -2.178 4.568
C 0.349 -1.287 4.137
C 0.190 0.057 4.513
N 1.119 0.866 5.124
C 2.539 0.848 4.817
C 2.871 0.829 3.324
C 2.468 2.059 2.515
N 1.058 2.090 2.120
C 0.317 3.153 2.077
C -1.018 3.230 1.596
C -1.711 4.456 1.681
C -3.030 4.566 1.319
C -3.776 5.871 1.376
C -3.690 3.385 0.935
C -3.075 2.152 0.836
C -3.926 0.977 0.605
N -3.547 -0.233 0.671
C -4.535 -1.309 0.601
C -4.160 -2.393 -0.416
C -3.118 -3.432 0.036
N -2.067 -2.855 0.869
C -1.476 -3.591 1.750
C -0.541 -3.103 2.728
C 0.455 -3.967 3.251
C -0.643 -1.770 3.192
O -1.561 -0.964 2.783
C -1.669 2.070 1.083
O -0.978 1.013 0.889
H 2.752 -4.179 5.684
H 3.398 -4.330 4.053
H 2.177 -5.465 4.623
H 2.068 -1.849 5.307
H -0.775 0.508 4.329
H 0.764 1.752 5.434
H 3.027 -0.012 5.278
H 2.978 1.734 5.281
H 2.450 -0.065 2.860
H 3.956 0.737 3.232
H 3.047 2.057 1.588
H 2.690 2.986 3.049
H 0.637 1.240 1.729
H 0.764 4.062 2.474
H -1.181 5.329 2.051
H -3.148 6.664 1.779
H -4.663 5.792 2.005
H -4.105 6.180 0.382
H -4.756 3.438 0.730
H -4.987 1.204 0.453
H -5.519 -0.896 0.354
H -4.595 -1.746 1.602
H -3.843 -1.906 -1.339
H -5.070 -2.941 -0.668
H -2.673 -3.889 -0.855
H -3.621 -4.227 0.595
H -1.689 -4.666 1.759
H 0.482 -5.000 2.917
S 1.295 -1.115 0.504
P 1.140 -1.478 -1.422
C -0.047 -0.317 -2.240
P 0.483 0.762 -3.602
S -1.608 -0.521 -1.835
C -1.006 1.776 -3.852
C -1.861 1.414 -4.892
C -3.048 2.101 -5.095
C -3.384 3.160 -4.264
C -2.532 3.532 -3.232
C -1.347 2.844 -3.025
C 1.645 1.926 -2.824
C 1.668 2.240 -1.467
C 2.580 3.175 -0.994
C 3.462 3.803 -1.861
C 3.435 3.499 -3.215
C 2.535 2.560 -3.692
C 0.461 -3.114 -1.775
C 0.569 -4.094 -0.796
C 0.093 -5.374 -1.048
C -0.491 -5.672 -2.270
C -0.601 -4.691 -3.250
C -0.127 -3.414 -3.005
C 2.707 -1.336 -2.304
C 3.038 -2.188 -3.356
C 4.235 -2.015 -4.034
C 5.102 -0.996 -3.669
C 4.786 -0.158 -2.608
C 3.596 -0.331 -1.922
H -1.593 0.592 -5.545
H -3.706 1.816 -5.905
H -4.306 3.702 -4.427
H -2.789 4.365 -2.589
H -0.690 3.139 -2.216
H 0.971 1.762 -0.784
H 2.603 3.425 0.059
H 4.167 4.532 -1.484
H 4.118 3.987 -3.898
H 2.526 2.311 -4.746
H 1.006 -3.849 0.166
H 0.178 -6.138 -0.286
H -0.863 -6.669 -2.463
H -1.057 -4.922 -4.203
H -0.217 -2.652 -3.771
H 2.375 -2.993 -3.643
H 4.492 -2.683 -4.846
H 6.034 -0.863 -4.204
H 5.469 0.626 -2.309
H 3.362 0.301 -1.075
```

***

We obtain energy relative to the best compared isomer or geometry (same formula, charge and spin) values of 1.715 0.000 eV for the records listed above, in that order.